No. 1
Formula: C6H12O
Source: OMol25
Level of theory: ωB97M-V/def2-TZVPD

Values from the calculation:
Total energy   -8452.459 eV
Charge   +1
LUMO level (spin up / spin down)   -6.0 / -9.7 eV
Relative energy (zero: lowest compared OMol25 entry of this formula, charge and spin)   59.70 kcal/mol
Multiplicity   2
Kohn-Sham gap (spin up / spin down)   8.868 / 5.188 eV

Last column: Löwdin charge in e.
Element x y z (Å)
1 O 1.749 1.482 0.197  0.356
2 C 1.366 0.934 -0.822  -0.090
3 C 1.273 -0.472 -1.204  -0.111
4 C -0.208 -0.885 -1.407  -0.161
5 C -1.148 -0.194 -0.321  -0.223
6 C -1.000 -0.833 1.071  -0.242
7 C -1.570 0.067 2.291  -0.080
8 H 0.791 1.581 -1.561  0.231
9 H 1.810 -0.736 -2.166  0.182
10 H 1.719 -0.986 -0.445  0.099
11 H -0.419 -1.981 -1.313  0.142
12 H -0.600 -0.428 -2.417  0.155
13 H -2.182 -0.148 -0.877  0.156
14 H -0.709 0.923 -0.292  0.119
15 H 0.075 -0.814 1.331  0.094
16 H -1.351 -1.893 0.963  0.127
17 H -1.625 -0.422 3.227  0.039
18 H -1.028 1.065 2.313  0.081
19 H -2.744 0.284 2.011  0.126

Atoms 1-6, force components in eV/Å:
-0.3 -1.2 -2.1
-0.7 2.3 1.0
-0.5 -1.8 -2.6
-2.0 1.8 -0.5
0.4 1.6 -1.5
-0.1 1.0 0.8

***

No. 2
Formula: C6H12O2
Source: OMol25
Level of theory: ωB97M-V/def2-TZVPD

Values from the calculation:
Total energy   -10505.512 eV
Charge   0
LUMO level   0.7 eV
Relative energy (zero: lowest compared OMol25 entry of this formula, charge and spin)   156.69 kcal/mol
Multiplicity   1
Kohn-Sham gap   9.083 eV

Last column: Löwdin charge in e.
Element x y z (Å)
1 C -1.075 -0.909 -0.685  -0.187
2 C -0.605 -2.240 -0.138  -0.150
3 C -1.279 0.706 0.990  0.026
4 C -1.228 1.875 0.580  -0.014
5 H -1.187 -0.901 -1.769  0.080
6 H -2.089 -0.691 -0.357  0.060
7 H -1.368 -0.124 1.655  0.076
8 H -0.441 -2.186 0.942  0.064
9 H 0.347 -2.547 -0.575  0.069
10 H -1.336 -3.031 -0.328  0.069
11 H -0.391 1.771 -0.615  0.066
12 H -1.413 2.889 0.882  0.071
13 C 2.063 0.953 0.759  -0.065
14 C 0.634 0.129 -1.013  -0.397
15 O 1.528 -0.128 -0.006  -0.119
16 O 0.366 1.352 -1.365  -0.044
17 H 0.839 -0.556 -1.830  0.140
18 H 3.007 0.592 1.164  0.089
19 H 2.236 1.830 0.132  0.092
20 H 1.393 1.217 1.579  0.074

Atoms 1-6, force components in eV/Å:
1.0 0.2 -0.6
-0.1 0.1 -0.1
0.1 1.4 -0.1
-0.4 -0.9 0.9
0.0 -0.2 -0.1
0.1 0.2 0.2

***

No. 3
Formula: C6H12O2
Source: OMol25
Level of theory: ωB97M-V/def2-TZVPD

Values from the calculation:
Total energy   -10509.561 eV
Charge   0
LUMO level   0.5 eV
Relative energy (zero: lowest compared OMol25 entry of this formula, charge and spin)   63.33 kcal/mol
Multiplicity   1
Kohn-Sham gap   9.211 eV

Last column: Löwdin charge in e.
Element x y z (Å)
1 C -1.117 -0.043 0.618  -0.245
2 C 0.229 0.107 -1.547  -0.172
3 C -0.936 -0.549 1.997  0.027
4 C 1.134 1.128 0.605  -0.018
5 C 1.009 -1.208 -1.482  -0.087
6 C -0.119 0.736 -0.183  -0.642
7 O -2.264 -0.311 0.052  0.109
8 O -1.069 1.749 -0.241  -0.122
9 H -2.289 0.437 -0.628  0.151
10 H 0.788 0.868 -2.097  0.120
11 H -0.703 -0.041 -2.099  0.109
12 H -0.085 -1.232 2.037  0.102
13 H -0.695 0.298 2.643  0.107
14 H -1.839 -1.035 2.364  0.095
15 H 1.741 0.269 0.899  0.078
16 H 1.736 1.785 -0.023  0.090
17 H 0.856 1.695 1.493  0.084
18 H 1.989 -1.076 -1.020  0.068
19 H 1.167 -1.614 -2.482  0.071
20 H 0.466 -1.964 -0.906  0.075

Atoms 1-6, force components in eV/Å:
0.3 0.3 -0.5
0.0 0.1 0.2
-0.1 0.3 0.1
-0.2 0.0 -0.1
0.0 0.1 0.0
-0.1 -0.5 0.0

***

No. 4
Formula: C6H12O2
Source: OMol25
Level of theory: ωB97M-V/def2-TZVPD

Values from the calculation:
Total energy   -10508.109 eV
Charge   0
LUMO level   0.5 eV
Relative energy (zero: lowest compared OMol25 entry of this formula, charge and spin)   96.82 kcal/mol
Multiplicity   1
Kohn-Sham gap   7.059 eV

Last column: Löwdin charge in e.
Element x y z (Å)
1 C -0.636 2.161 -0.055  0.004
2 C -0.881 0.796 -0.618  -0.375
3 C -0.988 -0.393 0.259  -0.050
4 O -1.641 0.723 -1.735  0.087
5 H -1.489 1.499 -2.291  0.127
6 H -0.237 2.832 -0.818  0.097
7 H 0.077 2.113 0.764  0.084
8 H -1.578 2.567 0.328  0.106
9 H -1.266 -0.126 1.278  0.125
10 H -1.679 -1.113 -0.174  0.121
11 C 1.321 -0.588 1.434  -0.057
12 C 0.501 -0.997 0.229  -0.484
13 C 0.678 -2.278 -0.264  -0.046
14 O 0.865 0.243 -0.999  -0.107
15 H 0.974 -0.357 -1.756  0.084
16 H 1.412 0.496 1.505  0.064
17 H 2.330 -0.992 1.365  0.083
18 H 0.852 -0.945 2.353  0.085
19 H 0.015 -2.685 -1.015  0.027
20 H 1.371 -2.957 0.209  0.028

Atoms 1-6, force components in eV/Å:
0.1 0.0 -0.2
1.6 -0.6 -1.1
1.1 -0.5 -0.1
0.4 0.1 0.4
0.0 0.0 0.1
0.0 0.0 0.0

***

No. 5
Formula: C6H12O2
Source: OMol25
Level of theory: ωB97M-V/def2-TZVPD

Values from the calculation:
Total energy   -10500.814 eV
Charge   +1
LUMO level (spin up / spin down)   -4.4 / -7.9 eV
Relative energy (zero: lowest compared OMol25 entry of this formula, charge and spin)   52.68 kcal/mol
Multiplicity   2
Kohn-Sham gap (spin up / spin down)   9.939 / 7.333 eV

Last column: Löwdin charge in e.
Element x y z (Å)
1 C -1.459 -1.635 -2.736  -0.088
2 C -1.567 -1.417 -1.109  -0.187
3 C -0.898 -0.165 -0.681  -0.046
4 C -0.376 0.226 0.491  -0.028
5 C 0.055 1.608 0.700  0.002
6 C 0.982 1.768 1.623  -0.038
7 O 1.639 3.006 1.789  0.117
8 H -0.410 -1.902 -2.836  0.053
9 H -1.667 -0.853 -3.577  0.109
10 H -2.150 -2.525 -2.951  0.093
11 H -1.099 -2.324 -0.568  0.153
12 H -2.674 -1.274 -0.958  0.146
13 H -0.850 0.676 -1.508  0.173
14 H -0.240 -0.424 1.390  0.151
15 H -0.179 2.303 -0.108  0.145
16 H 1.229 1.154 2.456  0.127
17 H 1.648 3.598 1.063  0.105
18 H 2.902 0.047 2.219  -0.008
19 H 2.264 -1.224 2.475  -0.019
20 O 2.849 -0.644 2.826  0.041

Atoms 1-6, force components in eV/Å:
-0.6 -0.8 0.3
0.3 0.0 -1.6
-1.2 1.3 -3.6
1.1 1.6 3.1
-1.8 -3.5 -3.4
2.7 6.0 2.2

***

No. 6
Formula: C6H12O3
Source: OMol25
Level of theory: ωB97M-V/def2-TZVPD

Values from the calculation:
Total energy   -12550.975 eV
Charge   0
LUMO level (spin up / spin down)   -0.6 / 0.5 eV
Relative energy (zero: lowest compared OMol25 entry of this formula, charge and spin)   204.63 kcal/mol
Multiplicity   1
Kohn-Sham gap (spin up / spin down)   5.996 / 8.421 eV

Last column: Löwdin charge in e.
Element x y z (Å)
1 C 0.908 -0.642 -0.077  -0.267
2 C -1.995 0.897 -1.374  -0.111
3 C 0.580 -2.068 0.267  -0.044
4 C 2.139 -0.434 -0.913  -0.047
5 C 0.324 0.414 0.568  -0.226
6 C 0.659 1.722 0.754  0.085
7 O -1.264 0.127 0.847  -0.230
8 O -1.638 0.703 2.131  -0.036
9 O -3.119 0.432 -0.850  -0.044
10 H -1.000 0.283 2.732  0.098
11 H -2.892 0.011 0.011  0.089
12 H -1.156 1.472 -1.015  0.037
13 H -2.088 1.037 -2.446  0.053
14 H 1.405 -2.535 0.819  0.090
15 H -0.308 -2.143 0.890  0.075
16 H 0.409 -2.659 -0.637  0.087
17 H 2.177 0.554 -1.376  0.078
18 H 3.048 -0.541 -0.308  0.093
19 H 2.207 -1.200 -1.688  0.084
20 H 1.408 2.225 0.163  0.068
21 H 0.196 2.345 1.502  0.068

Atoms 1-6, force components in eV/Å:
0.5 -0.6 0.1
0.8 0.5 -3.2
-0.5 0.1 -0.2
0.2 0.2 0.3
-3.7 0.0 -0.3
0.2 0.5 0.0

***

No. 7
Formula: C6H12O3
Source: OMol25
Level of theory: ωB97M-V/def2-TZVPD

Values from the calculation:
Total energy   -12556.897 eV
Charge   0
LUMO level   0.7 eV
SMILES   C=C(C)C(O)(O)[C@H](C)O
Relative energy (zero: lowest compared OMol25 entry of this formula, charge and spin)   68.07 kcal/mol
Multiplicity   1
Kohn-Sham gap   9.212 eV

Last column: Löwdin charge in e.
Element x y z (Å)
1 C 1.641 0.589 -1.658  0.062
2 C 1.026 -0.102 -0.653  -0.281
3 C 1.724 -1.348 -0.153  -0.064
4 C 0.048 0.647 0.322  -0.531
5 O 0.246 2.044 0.230  0.021
6 O 0.296 0.288 1.666  0.024
7 C -1.357 0.290 -0.143  -0.173
8 C -2.441 0.057 0.871  -0.042
9 O -0.926 -1.042 -0.980  -0.102
10 H 1.294 1.565 -1.977  0.059
11 H 2.600 0.279 -2.059  0.059
12 H 1.605 -1.623 0.896  0.075
13 H 2.801 -1.345 -0.336  0.081
14 H 1.342 -2.231 -0.671  0.077
15 H -0.363 2.433 0.875  0.111
16 H 1.240 0.467 1.807  0.120
17 H -1.707 0.913 -0.966  0.152
18 H -2.128 -0.634 1.657  0.085
19 H -2.720 1.010 1.335  0.092
20 H -3.324 -0.386 0.400  0.087
21 H -0.899 -1.871 -0.464  0.087

Atoms 1-6, force components in eV/Å:
-0.8 -0.3 1.5
2.9 2.6 0.2
-0.1 -1.0 -0.1
0.5 0.3 -0.8
-0.1 0.1 -0.1
-0.3 -0.3 -0.3

***

No. 8
Formula: C6H12O3S2
Source: OMol25
Level of theory: ωB97M-V/def2-TZVPD

Values from the calculation:
Total energy   -34222.422 eV
Charge   0
LUMO level (spin up / spin down)   0.6 / 0.1 eV
Relative energy (zero: lowest compared OMol25 entry of this formula, charge and spin)   38.65 kcal/mol
Multiplicity   3
Kohn-Sham gap (spin up / spin down)   6.192 / 8.983 eV

Last column: Löwdin charge in e.
Element x y z (Å)
1 C 1.858 -1.219 0.515  -0.731
2 C 3.319 -2.982 1.025  -0.122
3 C 0.791 2.715 -0.902  -0.101
4 C -2.249 1.169 -2.773  -0.017
5 C -1.530 0.305 1.913  -0.347
6 C -0.986 1.168 -0.704  -0.657
7 O 2.098 -2.300 1.229  -0.155
8 O -0.035 1.920 -0.123  -0.161
9 O -1.161 1.399 -1.996  -0.155
10 S 2.636 -0.641 -0.740  0.760
11 S -2.423 0.528 0.260  0.841
12 H 4.152 -2.663 1.779  0.128
13 H 3.810 -2.776 -0.005  0.065
14 H 3.086 -4.013 1.053  0.068
15 H 1.541 2.001 -1.472  0.093
16 H 1.015 3.580 -0.200  0.121
17 H 0.211 3.029 -1.839  0.099
18 H -3.248 0.688 -2.347  0.087
19 H 0.891 -0.834 0.806  0.042
20 H -2.040 0.884 -3.825  0.068
21 H -0.932 -0.640 1.794  0.029
22 H -2.366 0.380 2.660  0.046
23 H -0.836 1.043 2.152  0.000

Atoms 1-6, force components in eV/Å:
-1.3 -0.5 0.2
3.1 1.2 -1.0
0.1 0.2 -3.0
-2.7 -1.8 0.0
-1.6 -1.7 -1.2
-0.7 -2.5 2.1

***

No. 9
Formula: C6H12OP
Source: OMol25
Level of theory: ωB97M-V/def2-TZVPD

Values from the calculation:
Total energy   -17744.807 eV
Charge   +1
LUMO level   -2.8 eV
Relative energy (zero: lowest compared OMol25 entry of this formula, charge and spin)   2.54 kcal/mol
Multiplicity   1
Kohn-Sham gap   11.030 eV

Last column: Löwdin charge in e.
Element x y z (Å)
1 C 2.328 -0.258 0.623  -0.168
2 C 2.219 -0.579 -0.674  -0.093
3 C 1.231 0.262 1.406  -0.207
4 C 0.889 -0.349 -1.355  -0.175
5 C -2.435 -1.202 0.259  0.040
6 C -1.014 1.890 -0.368  -0.102
7 O -1.013 -0.830 0.636  -0.319
8 P -0.120 0.327 0.084  0.948
9 H 3.309 -0.347 1.215  0.151
10 H 2.855 -1.013 -1.420  0.117
11 H 0.678 -0.363 2.180  0.126
12 H 1.296 1.269 1.895  0.118
13 H 0.859 0.299 -2.130  0.061
14 H 0.534 -1.236 -1.691  0.067
15 H -2.846 -1.649 1.141  0.101
16 H -2.290 -1.939 -0.570  0.117
17 H -2.866 -0.425 -0.191  0.028
18 H -1.803 1.557 -1.006  0.047
19 H -0.166 2.441 -0.592  0.035
20 H -1.644 2.146 0.558  0.107

Atoms 1-6, force components in eV/Å:
3.9 -1.0 0.3
-1.1 0.7 0.0
-4.0 1.7 0.3
0.0 1.4 4.9
4.2 -3.5 -0.3
-1.7 -3.3 3.9

***

No. 10
Formula: C6H12OS
Source: OMol25
Level of theory: ωB97M-V/def2-TZVPD

Values from the calculation:
Total energy   -19297.580 eV
Charge   0
LUMO level   0.7 eV
SMILES   C[C@@H]1S[C@@H]1C(C)(C)O
Relative energy (zero: lowest compared OMol25 entry of this formula, charge and spin)   41.65 kcal/mol
Multiplicity   1
Kohn-Sham gap   9.671 eV

Last column: Löwdin charge in e.
Element x y z (Å)
1 C -1.915 1.610 0.060  -0.107
2 C -1.458 0.320 -0.591  -0.579
3 S -1.319 -1.310 0.161  0.878
4 C -0.130 -0.344 -0.774  -0.507
5 C 1.125 0.064 0.010  -0.630
6 C 2.030 0.981 -0.797  -0.057
7 C 0.798 0.645 1.464  -0.054
8 O 2.049 -1.059 0.054  -0.087
9 H -1.759 1.608 1.106  0.029
10 H -1.423 2.563 -0.354  0.116
11 H -3.010 1.686 0.046  0.078
12 H -2.101 0.190 -1.476  0.095
13 H 0.131 -0.657 -1.858  0.156
14 H 1.493 1.976 -0.932  0.096
15 H 2.932 1.349 -0.213  0.107
16 H 2.228 0.622 -1.811  0.084
17 H 0.090 1.518 1.657  0.073
18 H 1.793 0.790 1.998  0.094
19 H 0.243 -0.077 2.169  0.075
20 H 1.387 -1.801 0.419  0.142

Atoms 1-6, force components in eV/Å:
0.4 1.0 -0.1
-1.0 0.2 -1.5
-0.3 -0.6 0.3
1.0 0.5 -1.2
0.9 0.6 0.3
-0.9 3.7 0.4

***

> multiplicity of number 2 (C6H12O2)?

1

***

> The highest multiplicity belongs to which entry?

C6H12O3S2